# C48H38BrGeIN7O2PV

A molecular structure, C48H38BrGeIN7O2PV in a non-equilibrium geometry (wB97M-V/def2-TZVPD, the Open Molecules 2025 dataset).

```
100
Properties=species:S:1:pos:R:3:forces:R:3
V 0.0983 0.6822 0.2296 -0.586 0.493 0.959
Br -3.3718 2.5560 1.6756 0.144 0.105 0.027
C -3.1932 0.7441 1.2245 0.255 0.011 -0.077
C -4.2753 -0.0843 1.4879 -0.196 -0.132 0.070
C -4.2179 -1.4027 1.0859 -0.317 -0.066 0.110
C -3.0973 -1.8553 0.4062 -0.003 -0.320 -0.043
C -2.0824 -0.9639 0.1979 0.311 0.531 0.053
N -2.0831 0.3264 0.6241 -0.413 -0.392 -0.250
C -0.8443 -1.3442 -0.5681 -0.368 -0.793 -0.658
O -0.2784 -2.3954 -0.4117 0.106 -0.130 -0.049
O -0.4675 -0.4424 -1.5118 -0.210 -0.128 0.572
H -5.1447 0.3172 1.9915 0.056 -0.028 -0.045
H -5.0503 -2.0714 1.2855 0.104 0.106 -0.029
H -3.0054 -2.8713 0.0426 0.021 0.047 0.061
N 2.6153 -1.6518 -0.2913 0.031 -0.084 0.009
C 2.9839 -0.3924 -0.5124 -0.280 0.288 0.014
N 4.2639 -0.1691 -0.7752 -0.101 -0.044 0.007
C 4.5778 1.0767 -1.0959 0.301 0.172 -0.035
N 5.8629 1.3886 -1.2552 -0.202 -0.050 0.047
N 3.6712 2.0653 -1.3281 0.221 0.183 -0.036
C 2.4534 1.7634 -1.0048 -0.360 -0.311 -0.015
N 2.0270 0.5928 -0.4660 1.272 0.061 -0.572
C 1.3668 2.7269 -1.3331 -0.336 -0.331 0.114
C 1.5949 3.9238 -1.9674 0.293 0.288 -0.121
C 0.5094 4.7191 -2.3023 0.083 0.096 -0.066
C -0.7680 4.2900 -1.9902 -0.125 0.123 -0.072
C -0.9224 3.0755 -1.3551 0.379 -0.286 0.065
N 0.1237 2.2975 -1.0318 -0.187 1.055 -0.661
H 3.3445 -2.3385 -0.3914 0.002 -0.072 0.028
H 1.6564 -1.9481 -0.3957 -0.173 -0.056 0.023
H 6.5614 0.6775 -1.1343 0.056 -0.035 0.010
H 6.1226 2.3160 -1.5354 0.021 0.073 -0.035
H 2.6149 4.2104 -2.1947 -0.112 -0.013 0.013
H 0.6614 5.6636 -2.8084 0.009 -0.008 0.026
H -1.6391 4.8882 -2.2299 0.077 -0.066 -0.003
H -1.9008 2.7048 -1.0863 -0.068 -0.060 0.076
I 0.3986 2.9518 1.9575 0.255 0.108 -0.063
C -0.4127 2.6748 3.8575 0.095 -0.276 -0.170
C -1.0666 3.7817 4.3000 -0.197 0.246 0.216
C -1.5505 3.8361 5.6219 -0.063 0.239 -0.109
C -1.2945 2.7971 6.4552 0.032 -0.115 0.166
C -0.6026 1.6426 6.0070 0.011 0.034 -0.138
C -0.3037 0.6322 6.9445 -0.102 0.073 0.176
C 0.3972 -0.4677 6.5704 0.127 -0.232 -0.065
C 0.7319 -0.6399 5.2166 -0.021 0.056 0.018
C 0.4243 0.2769 4.2356 -0.091 0.126 -0.085
P 0.7818 -0.3965 2.5091 0.314 -0.498 1.004
C 2.6043 -0.5900 2.7342 -0.028 -0.039 -0.158
C 3.4166 0.5201 2.4991 0.190 -0.085 0.019
C 4.7849 0.4705 2.7503 -0.122 0.059 -0.023
C 5.3644 -0.6975 3.2240 0.000 0.026 0.012
C 4.5639 -1.8067 3.4618 0.055 -0.005 0.001
C 3.1978 -1.7514 3.2257 -0.030 -0.070 0.018
C 0.0067 -2.0520 2.7418 -0.117 0.103 -0.072
C -1.2633 -2.0730 3.3287 -0.029 -0.092 0.020
C -1.9612 -3.2637 3.4713 -0.025 0.014 0.016
C -1.4041 -4.4569 3.0216 -0.033 0.019 0.007
C -0.1544 -4.4443 2.4210 0.051 0.004 -0.039
C 0.5401 -3.2482 2.2720 -0.006 -0.044 -0.091
C -0.1848 1.5108 4.6413 -0.092 0.017 0.094
H -1.1964 4.6377 3.6470 0.004 -0.058 0.081
H -2.0772 4.7185 5.9672 0.055 -0.085 -0.038
H -1.5987 2.8395 7.4970 0.025 -0.035 -0.124
H -0.6307 0.7638 7.9715 0.049 0.004 -0.101
H 0.6654 -1.2310 7.2927 -0.018 0.067 -0.098
H 1.2225 -1.5627 4.9438 0.000 -0.047 -0.010
H 2.9947 1.4425 2.1294 -0.090 0.103 -0.011
H 5.3920 1.3562 2.5851 -0.071 -0.119 -0.008
H 6.4300 -0.7408 3.4199 -0.093 0.005 -0.013
H 5.0034 -2.7202 3.8458 -0.038 0.052 -0.029
H 2.6014 -2.6289 3.4346 0.044 0.049 0.051
H -1.7002 -1.1555 3.7097 -0.010 -0.021 0.001
H -2.9347 -3.2642 3.9551 0.131 0.010 -0.080
H -1.9421 -5.3913 3.1414 0.057 0.089 0.009
H 0.2880 -5.3693 2.0635 -0.056 0.127 0.038
H 1.5012 -3.2612 1.7762 -0.014 0.001 -0.021
Ge -1.6377 -0.1582 -3.0380 0.297 0.077 0.385
C -1.8634 -1.9295 -3.6563 -0.095 -0.251 -0.315
C -0.9212 -2.4604 -4.5462 -0.193 -0.147 0.112
C -1.1103 -3.7319 -5.0702 -0.016 0.007 0.017
C -2.2399 -4.4652 -4.7171 0.010 0.058 0.016
C -3.1820 -3.9365 -3.8404 -0.013 -0.089 -0.025
C -2.9983 -2.6675 -3.3109 0.139 -0.057 -0.061
C -0.5479 1.0063 -4.0913 0.196 0.178 0.031
C -1.1205 2.0103 -4.8742 0.096 -0.014 -0.015
C -0.3102 2.8381 -5.6443 -0.028 -0.005 -0.029
C 1.0699 2.6717 -5.6284 -0.008 -0.036 0.025
C 1.6473 1.6743 -4.8478 -0.058 -0.055 0.005
C 0.8418 0.8370 -4.0833 -0.078 0.199 -0.169
H -2.8632 0.4306 -2.3415 -0.103 0.113 -0.069
H -0.0503 -1.8816 -4.8363 -0.054 -0.024 -0.012
H -0.3883 -4.1447 -5.7671 -0.083 0.030 0.089
H -2.3940 -5.4516 -5.1395 0.015 0.068 0.035
H -4.0680 -4.5086 -3.5859 0.097 0.042 -0.026
H -3.7452 -2.2492 -2.6426 0.010 -0.003 -0.051
H -2.1989 2.1491 -4.8950 0.107 0.003 0.000
H -0.7586 3.6087 -6.2642 0.059 -0.095 0.081
H 1.6987 3.3153 -6.2346 -0.059 -0.056 0.056
H 2.7246 1.5427 -4.8412 -0.098 0.010 -0.015
H 1.2946 0.0548 -3.4834 0.004 0.013 0.018
```
Forces are in eV/Å.

## Properties
Calculated total energy: -8619.42059 Eh
Total charge: +2
Multiplicity: 4
E_HOMO (alpha / beta): -12.64 / -12.70 eV
Energy relative to the best compared isomer or geometry (same formula, charge and spin): 49.88 kJ/mol
Gap between HOMO and LUMO (alpha / beta): 0.2674 / 0.2610 Eh